Here is the ion C7H14BClN3O3S with charge +1 in a non-equilibrium geometry from the Open Molecules 2025 dataset. Energies are from the ωB97M-V functional and the def2-TZVPD basis.

Each line ends with the Löwdin charge.
CARTESIAN COORDINATES (ANGSTROEM)
C  3.31406  -1.41312  0.96407  -0.0073
B  3.34431  -0.44332  -0.31559  -0.3585
O  4.38079  -0.47672  -1.25008  0.1396
C  2.10263  0.56892  -0.52834  -0.1176
N  1.73596  1.31930  -1.54113  0.1696
N  0.58405  1.91628  -1.14114  0.1236
C  0.24076  1.54716  0.09668  -0.1990
C  -1.01022  1.94786  0.92899  -0.0719
C  -2.27435  1.71879  0.00681  -0.1655
C  -2.49457  0.22633  -0.45354  -0.2178
C  -1.97373  -0.85629  0.54626  -0.2486
S  -2.04072  -2.52155  -0.24583  0.3553
O  -1.31743  -3.45928  0.59276  -0.3542
O  -3.42611  -2.89956  -0.39311  -0.3201
Cl  -1.08693  -2.49901  -2.07384  0.3912
N  1.18810  0.67888  0.55096  0.2099
H  3.60511  -0.88302  1.90787  0.0866
H  3.98025  -2.29107  0.78318  0.0893
H  2.28681  -1.83055  1.14330  0.0707
H  3.93867  -0.61542  -2.11129  0.1250
H  0.06420  2.54568  -1.74825  0.1919
H  -0.89705  3.04492  1.13011  0.1394
H  -1.07545  1.41475  1.90127  0.1285
H  -2.07316  2.30805  -0.92865  0.1081
H  -3.19573  2.18405  0.43752  0.1302
H  -2.01088  0.09530  -1.45524  0.0878
H  -3.59017  0.06029  -0.61610  0.1327
H  -2.57875  -0.88402  1.48817  0.1368
H  -0.91512  -0.73432  0.86122  0.0704
H  1.19470  0.23073  1.46294  0.1739

Forces on atoms 1 to 2 (eV/Å):
C -0.1675 0.2002 -0.1838
B 1.2125 -0.5578 -0.2233

Computed properties:
- SMILES string: CB(O)c1n[nH]c(CCCCS(=O)(=O)Cl)[nH+]1
- Charge: +1
- Highest occupied orbital energy: -14.03 eV
- Orbital gap: 10.08 eV
- Electronic energy: -1548.1265 Ha

Here is a cluster of 2 separate species, C4H6O2 in total from the Open Molecules 2025 dataset. Energies are from the ωB97M-V functional and the def2-TZVPD basis.

Each line ends with the Löwdin charge.
CARTESIAN COORDINATES (ANGSTROEM)
O  3.25103  0.35362  -0.24490  -0.1232
C  0.46554  0.19258  0.32572  0.0492
C  -0.77862  0.89071  -0.15312  -0.1752
C  -1.57861  -0.35460  -0.48681  -0.0507
C  -0.63809  -0.78728  0.62142  -0.1816
O  -0.74022  0.54160  1.30594  0.0055
H  3.18870  -0.43840  -0.78934  0.0135
H  2.36596  0.39633  0.17268  -0.0591
H  -0.91492  1.94330  -0.38621  0.1447
H  -2.65328  -0.34900  -0.27655  0.1127
H  -1.35231  -0.78575  -1.46570  0.1205
H  -0.60975  -1.65600  1.27356  0.1435

Forces on atoms 1 to 2 (eV/Å):
O 0.1332 -0.1012 -0.0504
C -0.0737 -0.0307 -0.0386

Computed properties:
- Energy relative to the best compared isomer or geometry (same formula, charge and spin): 579.47 kJ/mol
- Charge: 0
- Highest occupied orbital energy: -9.31 eV
- Orbital gap: 10.08 eV
- Electronic energy: -306.2856 Ha

Here is a structure of composition C11H17BrO2 in a non-equilibrium geometry from the Open Molecules 2025 dataset. Energies are from the ωB97M-V functional and the def2-TZVPD basis.

Each line ends with the Löwdin charge.
CARTESIAN COORDINATES (ANGSTROEM)
C  2.55691  1.47927  2.68757  -0.1101
C  2.24268  2.13124  1.48749  -0.1387
C  1.88702  0.31055  3.10313  -0.0426
C  1.33829  1.70454  0.56867  -0.1265
C  0.70861  -0.10766  2.26432  -0.2706
C  0.80544  0.33939  0.84404  -0.6243
C  -1.97394  1.15374  0.28102  -0.0187
C  -1.39678  -1.33360  0.12548  -0.0525
C  -0.08789  -2.13893  -3.20385  -0.0708
C  -1.23517  -0.10873  -2.53804  -0.2610
C  -0.96087  0.10289  -0.11020  -0.4700
O  -1.29525  -1.45053  -2.81765  -0.1678
O  -0.52475  0.37618  -1.39418  -0.1690
Br  1.97121  -0.92791  -0.09806  0.7846
H  3.43788  1.80315  3.26283  0.1035
H  2.91494  3.02838  1.35383  0.1221
H  2.20129  -0.31476  3.94603  0.1025
H  1.17129  2.06001  -0.47880  0.1258
H  0.64635  -1.19358  2.31697  0.0967
H  -0.24390  0.24421  2.58282  0.1123
H  -2.52607  1.54070  -0.68665  0.1230
H  -1.64940  1.97234  0.84664  0.0567
H  -2.80652  0.69959  0.79837  0.0721
H  -0.71613  -2.15340  -0.46710  0.1172
H  -1.46409  -1.66377  1.17547  0.0809
H  -2.42119  -1.32515  -0.30518  0.0921
H  0.70834  -2.13968  -2.29888  0.0769
H  0.22567  -1.80380  -4.16049  0.0689
H  -0.29574  -3.18603  -3.39084  0.0761
H  -0.86510  0.57909  -3.34646  0.1479
H  -2.35313  0.32223  -2.34829  0.1634

Forces on atoms 1 to 2 (eV/Å):
C -0.4574 -4.3115 3.0760
C 0.1741 2.6720 -1.9836

Computed properties:
- Charge: 0
- Highest occupied orbital energy: -8.14 eV
- Orbital gap: 8.46 eV
- Electronic energy: -3153.6714 Ha

Here is a cluster of 2 separate species, C3H3NO2 in total in a non-equilibrium geometry from the Open Molecules 2025 dataset. Energies are from the ωB97M-V functional and the def2-TZVPD basis.

Each line ends with the Löwdin charge.
CARTESIAN COORDINATES (ANGSTROEM)
N  -0.53032  -1.33131  -2.01696  0.1614
C  -0.17603  -0.95767  -0.97726  -0.2049
C  0.24892  -0.54883  0.31969  -0.3361
O  0.66041  -1.51000  1.23137  0.0416
C  0.13643  0.69200  0.80269  -0.1379
O  0.16931  1.72291  1.33618  0.2023
H  1.55011  -1.28879  1.53182  0.1142
H  -1.34840  1.50568  -0.95636  0.0795
H  -0.71041  1.71601  -1.27117  0.0799

Forces on atoms 1 to 2 (eV/Å):
N 0.4018 0.3876 1.0635
C -0.2668 -0.2593 -0.8085

Computed properties:
- SMILES string: N#CC(O)=C=O.[H][H]
- Energy relative to the best compared isomer or geometry (same formula, charge and spin): 355.01 kJ/mol
- Charge: 0
- Highest occupied orbital energy: -9.58 eV
- Orbital gap: 9.12 eV
- Electronic energy: -321.2424 Ha

Here is a cluster of 2 separate species, C2H4NO4 in total in a non-equilibrium geometry from the Open Molecules 2025 dataset. Energies are from the ωB97M-V functional and the def2-TZVPD basis.

Each line ends with the Löwdin charge.
CARTESIAN COORDINATES (ANGSTROEM)
C  -1.84376  -0.06278  0.31766  -0.7979
C  2.33011  0.36257  0.25608  -0.6122
N  -1.34206  -0.84036  -0.65830  0.1161
O  -3.01243  -0.14093  0.60411  0.0187
O  -0.92330  0.62990  0.90491  0.0581
O  2.63482  -0.17040  1.27531  -0.0096
O  1.24712  0.28015  -0.46203  -0.1950
H  3.08123  1.01816  -0.39102  0.1152
H  -1.95604  -1.02671  -1.45334  0.0924
H  0.04030  0.70687  0.44338  0.0993
H  -0.25600  -0.75649  -0.83676  0.1148

Forces on atoms 1 to 2 (eV/Å):
C 0.6594 -1.0664 -0.8542
C -0.0481 1.3112 -4.2596

Computed properties:
- Energy relative to the best compared isomer or geometry (same formula, charge and spin): 87.40 kJ/mol
- Charge: -1
- Highest occupied orbital energy: -5.42 eV
- Orbital gap: 9.53 eV
- Electronic energy: -434.4337 Ha

Here is an isolated molecule of C11H16N4O5 in a non-equilibrium geometry from the Open Molecules 2025 dataset. Energies are from the ωB97M-V functional and the def2-TZVPD basis.

Each line ends with the Löwdin charge.
CARTESIAN COORDINATES (ANGSTROEM)
N  2.96871  0.63791  -1.11506  -0.0271
C  1.60929  0.78162  -1.74808  -0.3630
C  1.03724  -0.32363  -2.50998  -0.1228
C  1.04828  -1.64587  -1.57968  -0.2454
C  2.24259  -2.38534  -1.16895  -0.1113
N  1.73076  -3.51232  -0.59050  -0.0270
C  0.36258  -3.32122  -0.38705  -0.2031
N  -0.15233  -2.29785  -1.13796  0.0859
C  0.76846  1.24058  -0.49607  -0.3355
O  1.27448  1.82079  0.48406  0.0230
N  -0.67506  1.21163  -0.64145  0.1370
C  -1.42380  1.83511  0.49492  -0.2112
C  -1.05479  1.24791  1.96290  -0.0963
C  -1.23699  -0.31648  2.28576  -0.0537
C  -2.52311  -0.80955  1.67812  -0.5369
O  -3.40835  -0.14298  1.19806  0.0967
O  -2.50238  -2.15747  1.72937  0.0730
C  -1.39174  3.24083  0.53955  -0.5339
O  -1.47120  3.80003  1.58710  0.1238
O  -1.11414  3.94742  -0.62198  0.0682
H  2.77028  1.38798  -0.24069  0.1227
H  3.05162  -0.43822  -0.73568  0.0809
H  1.71860  1.83183  -2.35944  0.1951
H  1.62272  -0.85868  -3.33156  0.1324
H  -0.10582  -0.22738  -2.82225  0.1514
H  3.37607  -2.39845  -1.29500  0.1397
H  2.28457  -4.22886  0.14399  0.2361
H  -0.22117  -4.10907  0.16164  0.1234
H  -0.94789  0.30626  -0.92690  0.0827
H  -2.50440  1.41033  0.41367  0.1709
H  -1.63587  1.84639  2.62074  0.0899
H  -0.00871  1.60072  2.18168  0.1156
H  -0.42563  -0.90216  1.68260  0.1390
H  -1.07732  -0.32412  3.40212  0.1413
H  -3.33650  -2.51493  1.30573  0.1550
H  -0.64906  4.76723  -0.16372  0.1834

Forces on atoms 1 to 2 (eV/Å):
N -0.7353 -1.1679 1.7677
C 1.9518 4.1667 1.6746

Computed properties:
- SMILES string: N[C@@H](Cc1c[nH]cn1)C(=O)N[C@@H](CCC(=O)O)C(=O)O
- Energy relative to the best compared isomer or geometry (same formula, charge and spin): 493.03 kJ/mol
- Charge: 0
- Highest occupied orbital energy: -8.71 eV
- Orbital gap: 9.02 eV
- Electronic energy: -1023.8867 Ha

Repeat the fifth record exactly.
Here is a cluster of 2 separate species, C2H4NO4 in total in a non-equilibrium geometry from the Open Molecules 2025 dataset. Energies are from the ωB97M-V functional and the def2-TZVPD basis.

Each line ends with the Löwdin charge.
CARTESIAN COORDINATES (ANGSTROEM)
C  -1.84376  -0.06278  0.31766  -0.7979
C  2.33011  0.36257  0.25608  -0.6122
N  -1.34206  -0.84036  -0.65830  0.1161
O  -3.01243  -0.14093  0.60411  0.0187
O  -0.92330  0.62990  0.90491  0.0581
O  2.63482  -0.17040  1.27531  -0.0096
O  1.24712  0.28015  -0.46203  -0.1950
H  3.08123  1.01816  -0.39102  0.1152
H  -1.95604  -1.02671  -1.45334  0.0924
H  0.04030  0.70687  0.44338  0.0993
H  -0.25600  -0.75649  -0.83676  0.1148

Forces on atoms 1 to 2 (eV/Å):
C 0.6594 -1.0664 -0.8542
C -0.0481 1.3112 -4.2596

Computed properties:
- Energy relative to the best compared isomer or geometry (same formula, charge and spin): 87.40 kJ/mol
- Charge: -1
- Highest occupied orbital energy: -5.42 eV
- Orbital gap: 9.53 eV
- Electronic energy: -434.4337 Ha

Copy entry 2 word for word.
Here is a cluster of 2 separate species, C4H6O2 in total from the Open Molecules 2025 dataset. Energies are from the ωB97M-V functional and the def2-TZVPD basis.

Each line ends with the Löwdin charge.
CARTESIAN COORDINATES (ANGSTROEM)
O  3.25103  0.35362  -0.24490  -0.1232
C  0.46554  0.19258  0.32572  0.0492
C  -0.77862  0.89071  -0.15312  -0.1752
C  -1.57861  -0.35460  -0.48681  -0.0507
C  -0.63809  -0.78728  0.62142  -0.1816
O  -0.74022  0.54160  1.30594  0.0055
H  3.18870  -0.43840  -0.78934  0.0135
H  2.36596  0.39633  0.17268  -0.0591
H  -0.91492  1.94330  -0.38621  0.1447
H  -2.65328  -0.34900  -0.27655  0.1127
H  -1.35231  -0.78575  -1.46570  0.1205
H  -0.60975  -1.65600  1.27356  0.1435

Forces on atoms 1 to 2 (eV/Å):
O 0.1332 -0.1012 -0.0504
C -0.0737 -0.0307 -0.0386

Computed properties:
- Energy relative to the best compared isomer or geometry (same formula, charge and spin): 579.47 kJ/mol
- Charge: 0
- Highest occupied orbital energy: -9.31 eV
- Orbital gap: 10.08 eV
- Electronic energy: -306.2856 Ha

Which of these has the lowest charge?
C2H4NO4

Which of these has the highest electronic energy?
C4H6O2